1.
Molecular formula: C82H195N7O19
Method: DFT, the ωB97M-V functional and the def2-TZVPD basis

The lowest unoccupied orbital energy comes out at 0.128 eV.

Positions of all 303 atoms, in Å:
C: 24.021 20.411 20.249
C: 23.994 20.043 18.760
C: 22.857 20.907 18.071
C: 23.319 22.355 17.938
C: 24.582 22.480 17.099
C: 25.689 21.669 17.736
N: 25.235 20.280 18.006
O: 26.277 19.569 18.747
C: 26.871 21.482 16.656
C: 26.282 22.457 18.908
C: 23.630 18.538 18.586
H: 23.944 21.458 20.522
H: 24.989 20.072 20.568
H: 23.178 19.929 20.725
H: 22.689 20.491 17.065
H: 21.933 20.901 18.667
H: 23.633 22.667 18.929
H: 22.546 23.028 17.567
H: 24.878 23.546 16.976
H: 24.493 22.104 16.085
H: 27.144 22.477 16.238
H: 27.706 20.978 17.112
H: 26.491 20.898 15.828
H: 27.215 21.952 19.154
H: 26.537 23.479 18.626
H: 25.622 22.569 19.746
H: 22.559 18.455 18.884
H: 24.260 17.843 19.098
H: 23.665 18.435 17.523
H: 26.625 18.946 18.110
C: 13.060 15.733 11.085
C: 14.127 16.653 11.711
C: 15.510 16.226 11.209
C: 16.622 17.130 11.651
C: 16.255 18.528 11.136
C: 14.898 19.087 11.587
N: 13.871 18.040 11.293
O: 12.565 18.429 11.816
C: 14.994 19.513 13.044
C: 14.512 20.374 10.765
C: 14.047 16.469 13.217
H: 12.104 15.821 11.581
H: 13.329 14.699 11.261
H: 12.910 15.930 10.028
H: 15.690 15.187 11.532
H: 15.470 16.280 10.105
H: 17.572 16.853 11.202
H: 16.732 17.147 12.748
H: 16.347 18.414 10.045
H: 17.028 19.275 11.407
H: 14.038 19.949 13.362
H: 15.304 18.663 13.605
H: 15.730 20.300 13.096
H: 13.701 20.831 11.342
H: 15.306 21.094 10.754
H: 14.131 20.050 9.800
H: 13.217 17.105 13.540
H: 14.906 16.816 13.748
H: 13.892 15.401 13.388
H: 12.039 18.562 11.017
C: 18.183 22.230 18.191
C: 18.042 21.745 19.643
C: 19.475 21.383 20.139
C: 19.501 21.193 21.651
C: 19.204 22.498 22.388
C: 17.773 22.985 21.912
N: 17.647 22.907 20.427
O: 16.248 23.176 20.076
C: 16.727 22.176 22.677
C: 17.577 24.482 22.303
C: 17.068 20.583 19.785
H: 19.007 22.925 18.076
H: 17.274 22.752 17.901
H: 18.318 21.429 17.460
H: 19.727 20.456 19.639
H: 20.186 22.186 19.885
H: 20.472 20.835 21.911
H: 18.794 20.426 22.010
H: 19.934 23.274 22.086
H: 19.176 22.406 23.454
H: 16.811 21.107 22.517
H: 16.846 22.452 23.733
H: 15.769 22.471 22.257
H: 18.316 25.063 21.768
H: 16.578 24.849 22.047
H: 17.789 24.535 23.391
H: 17.402 19.629 19.379
H: 16.108 20.782 19.331
H: 16.999 20.402 20.850
H: 16.363 23.981 19.573
C: 14.419 19.909 16.914
C: 13.048 19.213 17.158
C: 13.094 18.644 18.583
C: 12.852 19.661 19.680
C: 11.541 20.473 19.409
C: 11.573 21.120 18.018
N: 11.861 20.055 17.074
O: 11.690 20.509 15.712
C: 10.160 21.649 17.758
C: 12.575 22.278 17.969
C: 12.838 18.037 16.154
H: 15.197 19.202 16.628
H: 14.817 20.456 17.775
H: 14.388 20.676 16.104
H: 12.313 17.894 18.559
H: 14.045 18.148 18.728
H: 13.642 20.399 19.829
H: 12.756 19.172 20.670
H: 11.380 21.216 20.191
H: 10.655 19.844 19.474
H: 9.560 20.779 17.873
H: 9.884 22.308 18.581
H: 10.111 22.144 16.797
H: 12.318 23.087 18.645
H: 13.603 22.065 18.266
H: 12.568 22.721 16.977
H: 11.835 17.631 16.294
H: 13.609 17.304 16.327
H: 12.916 18.447 15.137
H: 12.506 20.946 15.433
C: 26.316 10.639 12.071
C: 25.303 10.716 10.881
C: 24.536 9.421 10.653
C: 23.328 9.528 9.786
C: 22.392 10.558 10.300
C: 23.054 11.988 10.451
N: 24.289 11.769 11.241
O: 24.956 13.070 11.364
C: 23.314 12.524 9.047
C: 22.091 12.900 11.149
C: 26.155 11.027 9.623
H: 25.808 10.544 13.028
H: 26.902 11.562 12.068
H: 26.987 9.805 11.892
H: 25.254 8.659 10.292
H: 24.231 9.084 11.652
H: 22.870 8.569 9.589
H: 23.672 9.932 8.801
H: 21.993 10.324 11.294
H: 21.523 10.681 9.648
H: 22.433 12.681 8.438
H: 23.740 13.520 9.127
H: 23.997 11.903 8.463
H: 22.548 13.866 11.326
H: 21.181 12.979 10.536
H: 21.710 12.487 12.084
H: 27.018 10.354 9.590
H: 26.479 12.066 9.586
H: 25.594 10.796 8.707
H: 25.024 13.409 10.493
C: 21.135 15.195 13.917
C: 20.663 16.431 14.725
C: 19.799 17.332 13.816
C: 19.059 18.434 14.527
C: 18.183 17.865 15.623
C: 18.908 16.944 16.599
N: 19.743 15.990 15.848
O: 20.569 15.282 16.855
C: 19.729 17.851 17.561
C: 17.871 16.119 17.382
C: 21.886 17.191 15.234
H: 20.301 14.652 13.444
H: 21.721 14.572 14.612
H: 21.816 15.624 13.208
H: 20.375 17.673 12.955
H: 19.079 16.586 13.435
H: 18.445 19.008 13.790
H: 19.756 19.197 14.938
H: 17.373 17.223 15.170
H: 17.655 18.637 16.210
H: 20.486 17.219 18.009
H: 20.234 18.673 17.028
H: 19.061 18.254 18.330
H: 17.395 15.551 16.596
H: 18.363 15.474 18.135
H: 17.128 16.792 17.838
H: 22.176 16.789 16.197
H: 21.584 18.199 15.473
H: 22.760 17.206 14.587
H: 20.329 14.367 16.620
C: 24.940 11.148 20.707
C: 24.364 12.612 20.791
C: 24.814 13.413 19.592
C: 23.941 14.652 19.358
C: 22.413 14.365 19.329
C: 21.940 13.554 20.545
N: 22.856 12.446 20.712
O: 22.464 11.639 21.835
C: 21.867 14.580 21.784
C: 20.522 12.998 20.256
C: 24.715 13.279 22.150
H: 26.016 11.173 20.697
H: 24.485 10.754 19.806
H: 24.639 10.514 21.524
H: 25.862 13.706 19.769
H: 24.738 12.788 18.686
H: 24.179 15.201 18.420
H: 24.148 15.397 20.155
H: 22.337 13.638 18.496
H: 21.814 15.225 19.039
H: 22.705 15.282 21.795
H: 20.966 15.178 21.675
H: 21.745 13.985 22.703
H: 19.895 13.739 19.770
H: 20.787 12.210 19.536
H: 20.087 12.419 21.097
H: 25.785 13.552 22.228
H: 24.652 12.621 23.019
H: 24.151 14.171 22.335
H: 22.937 11.968 22.629
C: 20.743 16.712 10.139
C: 20.248 17.367 8.876
O: 19.216 18.343 9.258
H: 21.317 17.387 10.751
H: 21.456 15.897 9.946
H: 19.936 16.322 10.797
H: 19.736 16.639 8.251
H: 20.987 17.936 8.325
H: 18.669 18.531 8.485
C: 19.977 22.201 14.971
C: 18.488 22.202 14.865
O: 18.082 22.792 13.625
H: 20.408 21.878 15.910
H: 20.376 23.187 14.704
H: 20.325 21.524 14.200
H: 17.980 22.736 15.701
H: 18.122 21.175 14.846
H: 17.157 23.077 13.730
C: 23.962 13.826 15.608
C: 24.093 13.386 14.163
O: 23.424 12.144 14.004
H: 24.281 14.890 15.659
H: 24.561 13.217 16.319
H: 22.929 13.638 15.949
H: 25.133 13.362 13.839
H: 23.642 14.182 13.517
H: 23.560 11.794 13.116
C: 18.270 13.947 10.143
C: 18.149 12.476 9.922
O: 18.319 11.839 11.155
H: 19.211 14.184 10.613
H: 17.536 14.264 10.886
H: 18.073 14.487 9.227
H: 18.813 12.094 9.155
H: 17.136 12.323 9.542
H: 18.178 10.909 10.996
C: 24.366 20.204 13.417
C: 22.939 20.368 13.079
O: 22.567 19.301 12.261
H: 24.551 19.348 14.045
H: 24.738 21.143 13.908
H: 24.908 20.150 12.479
H: 22.722 21.321 12.548
H: 22.356 20.400 14.004
H: 21.673 19.487 11.902
C: 15.407 16.889 21.636
C: 16.861 17.048 21.170
O: 17.522 15.778 21.265
H: 14.922 17.881 21.766
H: 15.382 16.347 22.559
H: 14.814 16.342 20.865
H: 17.446 17.707 21.813
H: 16.848 17.495 20.167
H: 16.931 15.084 20.990
C: 17.911 11.052 15.934
C: 18.782 11.893 16.850
O: 19.692 12.759 16.133
H: 18.512 10.315 15.392
H: 17.421 11.576 15.089
H: 17.133 10.570 16.523
H: 19.338 11.275 17.555
H: 18.210 12.598 17.436
H: 20.302 12.274 15.557
C: 24.907 16.196 11.738
O: 24.561 17.097 12.771
H: 25.561 15.452 12.130
H: 24.070 15.555 11.439
H: 25.315 16.686 10.886
H: 23.903 17.703 12.385
C: 19.631 21.271 11.378
O: 19.994 19.911 11.477
H: 20.164 21.867 12.116
H: 19.945 21.713 10.447
H: 18.554 21.392 11.514
H: 19.605 19.463 10.724
C: 20.636 17.911 21.253
O: 20.517 17.899 22.639
H: 21.676 17.699 20.966
H: 19.984 17.193 20.723
H: 20.362 18.900 20.907
H: 20.598 17.000 23.000
C: 17.067 14.176 13.734
O: 16.376 13.177 12.988
H: 17.461 14.953 13.072
H: 16.400 14.601 14.500
H: 17.823 13.720 14.351
H: 17.032 12.754 12.396
C: 25.997 16.763 15.979
O: 26.590 17.996 16.384
H: 25.339 16.460 16.780
H: 25.506 16.799 15.007
H: 26.782 15.996 15.930
H: 25.950 18.700 16.277


2.
Molecular formula: C19H66N10O12
Method: DFT, the ωB97M-V functional and the def2-TZVPD basis

The lowest unoccupied orbital energy comes out at -0.361 eV.

Positions of all 107 atoms, in Å:
C: -0.183 -4.130 -4.253
O: 0.790 -3.178 -4.622
C: 2.018 -3.761 -5.008
C: 3.020 -2.664 -5.228
C: 2.684 -1.760 -6.411
N: 4.355 -3.298 -5.386
H: -0.321 -4.849 -5.079
H: -1.127 -3.597 -4.179
H: 0.051 -4.713 -3.363
H: 2.412 -4.459 -4.262
H: 1.826 -4.331 -5.933
H: 3.048 -2.077 -4.306
H: 3.188 -0.797 -6.418
H: 1.595 -1.621 -6.411
H: 2.909 -2.256 -7.358
H: 4.389 -3.794 -6.270
H: 5.038 -2.553 -5.469
C: 1.145 -4.384 -0.369
O: 1.342 -4.017 0.973
C: 2.215 -2.900 1.108
C: 2.694 -2.885 2.531
C: 1.708 -2.281 3.517
N: 4.055 -2.250 2.646
H: 0.784 -3.528 -0.966
H: 0.348 -5.121 -0.458
H: 2.067 -4.756 -0.829
H: 3.018 -2.980 0.366
H: 1.633 -2.001 0.846
H: 2.953 -3.904 2.820
H: 1.787 -1.191 3.495
H: 1.828 -2.634 4.539
H: 0.684 -2.547 3.230
H: 4.178 -1.558 1.900
H: 4.045 -1.606 3.438
C: -2.587 3.908 6.616
O: -1.849 2.741 6.927
C: -2.313 1.474 6.492
C: -2.064 1.129 5.035
C: -0.621 1.404 4.646
N: -2.976 1.887 4.152
H: -3.590 3.843 7.062
H: -2.666 4.192 5.568
H: -2.071 4.706 7.151
H: -1.645 0.822 7.068
H: -3.336 1.282 6.828
H: -2.385 0.093 4.896
H: -0.476 1.052 3.623
H: 0.115 0.882 5.274
H: -0.336 2.451 4.743
H: -2.860 1.617 3.179
H: -2.726 2.870 4.108
C: 0.267 -0.736 -2.717
O: -0.537 -0.199 -1.662
C: 0.257 0.533 -0.739
C: -0.708 0.954 0.381
C: -1.324 -0.240 1.092
N: -1.773 1.787 -0.165
H: 0.948 -1.479 -2.282
H: 0.910 0.035 -3.154
H: -0.369 -1.217 -3.451
H: 1.078 -0.093 -0.362
H: 0.643 1.450 -1.201
H: -0.080 1.512 1.085
H: -2.034 -0.716 0.416
H: -1.907 0.104 1.947
H: -0.559 -0.917 1.469
H: -2.339 1.189 -0.765
H: -1.412 2.565 -0.705
N: -3.995 0.343 -4.726
C: -3.313 0.801 -3.634
N: -2.581 1.941 -3.849
O: -3.360 0.249 -2.548
H: -3.822 0.743 -5.629
H: -4.643 -0.412 -4.609
H: -1.871 2.197 -3.190
H: -2.716 2.497 -4.673
N: 5.175 3.814 -1.586
C: 4.059 3.816 -0.794
N: 3.803 2.652 -0.115
O: 3.312 4.787 -0.745
H: 5.319 4.670 -2.088
H: 5.747 3.005 -1.730
H: 4.520 1.970 0.046
H: 2.986 2.690 0.468
N: -1.979 4.238 1.890
C: -0.887 4.445 2.680
N: 0.297 3.992 2.162
O: -0.941 5.059 3.738
H: -2.855 4.545 2.268
H: -1.916 3.740 1.017
H: 1.155 4.213 2.630
H: 0.358 3.667 1.207
O: -3.143 -2.679 3.200
H: -2.632 -3.160 2.527
H: -2.701 -1.828 3.260
O: 0.691 4.121 -0.775
H: 1.614 4.434 -0.893
H: 0.301 4.153 -1.652
O: -2.085 -2.570 -1.635
H: -2.952 -2.284 -1.325
H: -1.650 -1.754 -1.917
O: -1.532 -3.372 1.025
H: -0.636 -3.684 1.207
H: -1.494 -2.971 0.142
O: -5.162 1.999 -0.820
H: -4.935 1.570 -1.652
H: -4.386 1.863 -0.265


Number 1: maximum force 0.059 hartree/bohr, energy -5053.75005 Eh. Number 2: maximum force 0.039 hartree/bohr, energy -2214.01115 Eh.